# 1
Below is a 5-piece molecular cluster, C28H27BO16 overall at a distorted geometry, with properties calculated with ωB97M-V/def2-TZVPD.

Structure (ORCA input):
```
! wB97M-V def2-TZVPD RIJCOSX def2/J DEFGRID3
* xyz 0 1
H 0.89975 0.39897 -4.85586
O -1.68552 2.53309 -0.85285
C -0.42483 -0.69341 0.90924
C 2.21577 6.82565 4.32576
O 0.50361 7.57300 -0.35153
O 5.56320 8.35607 3.73762
O 0.83357 -4.63697 0.35252
C -0.14777 0.50484 -5.14627
H -1.73074 -2.76000 -3.83750
H -1.67306 -3.64891 -6.98575
C -0.88843 -9.14828 0.97767
C 0.43637 -3.36236 0.45202
C -3.25345 -8.15809 2.23560
C 3.31871 7.48925 3.63524
C -1.62499 4.83429 -1.56013
H 0.26445 3.14692 0.81464
C -0.05719 6.36867 -0.52517
H -1.06505 0.12019 -7.05215
H 0.83819 -7.63717 1.09703
H 0.74790 -2.85683 -1.58422
H 5.22925 8.47792 2.83343
O -4.32123 -10.24437 1.68375
O 0.19564 -7.08261 1.57276
H -1.14260 -2.31789 -8.03257
O -0.80065 0.58833 1.01287
C 4.56374 7.76809 4.40945
H 0.27441 -2.57373 -4.29508
H 0.73850 -5.01503 1.24519
C -3.19924 -9.51547 1.61653
H 1.18521 7.44985 0.33438
B -0.86831 -2.38510 -4.57450
C -1.10532 3.73514 -0.69502
C 0.43278 -2.53922 -0.59991
O -0.04285 -0.36829 -1.37484
H -2.04318 -10.95526 0.57456
H 0.03190 -3.15578 -6.96238
O 3.26099 7.81726 2.46599
H -0.24893 1.53254 -5.52228
C -2.04109 -7.34011 2.20546
H 1.66207 5.77934 7.18773
C -0.93556 -7.80260 1.61917
O 1.38417 5.50580 1.08992
H -2.36175 -1.49403 -5.98257
C -0.99661 -2.79062 -7.05584
C -0.00595 -2.90927 1.80448
C -0.00726 -1.15384 -0.44865
H -1.43562 6.95773 -2.02504
C -0.46114 -0.45245 -6.33464
O 3.59879 6.51156 7.57585
O -2.51065 4.58849 -2.35432
O -0.00235 -3.70343 2.72449
H -2.35940 2.65904 -1.54259
C 3.55784 6.80797 6.39866
C -0.12072 3.93620 0.18303
H -0.72714 -1.19569 2.94686
C -2.09277 -9.97526 1.02761
C -1.28651 -1.70982 -5.95090
H 5.56805 7.64971 6.27277
C -1.04065 6.16521 -1.40542
C 4.67247 7.44992 5.70163
C -0.42449 -1.51731 1.96031
O -4.29043 -7.78136 2.74224
H -4.96401 -9.68624 2.15240
O 0.14037 -9.51047 0.44314
C 2.32289 6.50465 5.61662
H -0.71567 0.96222 0.11414
O 1.33191 5.89454 6.28114
H 1.32654 6.61384 3.74898
H 0.45509 -0.74762 -6.85700
H -0.84477 0.42023 -4.30970
H -2.08476 -6.36501 2.67137
C 0.47852 5.26338 0.32043
*
```

SMILES   O=C1C=C(O)C(=O)C=C1O.O=C1C=C(O)C(=O)C=C1O.O=C1C=C(O)C(=O)C=C1O.O=C1C=C(O)C(=O)C=C1O.B[C@H](C)CC
HOMO   -9.622 eV
Orbital gap   8.00 eV



# 2
Below is C28H27N7O4S3Ti as an isolated structure at a distorted geometry, with properties calculated with ωB97M-V/def2-TZVPD.

Structure (ORCA input):
```
! wB97M-V def2-TZVPD RIJCOSX def2/J DEFGRID3
* xyz 1 2
C 1.39541 3.53132 -1.50196
C 4.04197 -2.47356 -2.39880
H -3.14113 -4.28750 0.95954
C -3.25404 2.96651 1.59594
C -4.56330 -2.82985 0.22947
C -1.96722 1.79460 -0.09899
C -1.15338 -2.72250 -0.63010
O -0.91454 1.83124 0.65530
H 1.09723 0.27171 2.03634
N -1.78922 1.18677 -1.27008
H 0.70673 -2.76004 2.06108
H 2.15609 5.53017 -1.54247
N -3.12224 2.35630 0.27485
H -5.47902 -2.36754 0.60075
O 6.30195 -1.13994 3.65991
C -2.76977 1.18670 -2.25629
H -4.86661 1.76533 -2.54073
C 4.36166 -0.55426 2.44040
C -3.86471 -3.58007 1.36270
S -0.57386 -1.44644 0.49672
H 2.93234 3.66390 0.13782
Ti 0.23497 0.98054 -0.79924
S -3.70779 -1.47190 -0.58488
C 3.01992 -2.22402 -1.44487
H 6.01485 0.42398 1.50466
C 0.20664 4.05185 -3.89083
C 2.97463 -2.82523 -0.15943
H -2.73577 -3.15120 -1.99020
H -4.62025 -4.17794 1.87521
C -1.33511 -3.20679 2.57535
S -3.02730 -2.56925 2.61724
C -4.04234 1.77982 -1.84694
H -1.41026 -3.58541 -0.02117
C 5.27000 -1.50085 3.17454
H -1.32415 -4.12940 1.99486
H -1.06144 -3.49764 3.59118
N 4.85546 -2.64806 -3.18954
H 2.53598 -1.29326 3.30011
H -0.55085 2.02024 -3.67038
H -0.17103 -1.40570 2.78029
H -2.47910 3.71573 1.74050
N 1.24984 -0.44537 -1.75239
C 2.75513 1.13796 0.98059
H 4.17375 -2.95304 2.56422
C 4.93934 0.38666 1.59496
H -2.05254 -1.55586 -2.22398
H -0.26365 4.20984 -4.85039
H 4.57612 1.89669 0.11799
H -5.08982 2.76826 -0.27705
C 1.55428 4.78586 -2.04317
O 4.86458 -2.77704 3.22571
C -4.17238 2.32257 -0.63281
H -0.34308 -3.02665 -1.29571
H -4.23192 3.43553 1.64666
C 2.15186 3.04840 -0.30798
C -2.35617 -2.27612 -1.45737
C 2.98183 -0.59087 2.60817
C 0.05631 2.81982 -3.25488
H 1.04330 6.01920 -3.73211
C -0.25493 -2.24358 2.08543
C 0.93636 5.04740 -3.27057
N 0.63145 2.57722 -2.08042
H -4.87155 -3.56252 -0.51999
H -3.17132 2.20152 2.36560
C 2.17162 0.26362 1.88311
N 1.90568 1.86043 0.08516
N 2.94264 -3.25448 0.90834
C 4.13438 1.22612 0.84262
O -2.53438 0.73128 -3.35813
C 2.09183 -1.26124 -1.67950
*
```

Energy relative to the best compared isomer or geometry (same formula, charge and spin)   33.1 kcal/mol
HOMO (alpha / beta)   -10.948 / -10.948 eV
Orbital gap (alpha / beta)   6.14 / 6.14 eV



# 3
Below is C28H28AuBBrF4N6O6 as an isolated structure, with properties calculated with ωB97M-V/def2-TZVPD.

Structure (ORCA input):
```
! wB97M-V def2-TZVPD RIJCOSX def2/J DEFGRID3
* xyz 1 3
H -1.36538 1.14433 -3.96167
H 1.70434 2.70109 -2.24036
C 1.99000 -1.06382 1.08377
H -1.25583 0.72798 4.80782
B 1.91973 -0.88197 -2.33507
F 3.08032 -1.37909 -1.78873
C -1.28676 0.20502 -3.40591
H -1.86083 4.91593 7.40933
H -1.89370 5.62980 5.06100
Br -4.25044 -2.71837 6.80713
H -3.33509 -0.68167 -3.26521
H 1.25882 2.08237 6.55299
O -1.06412 -0.65486 1.16627
H -1.27570 2.84628 8.93728
C -0.29131 3.45776 7.15006
H -4.10011 -3.20608 3.90607
C -1.98972 -0.61540 3.32479
O -0.86771 1.23670 2.33089
C -3.47093 -2.34908 4.09811
H 0.38314 2.22733 8.77381
C -0.84784 5.72366 2.54913
O 4.41490 2.69547 3.04936
C -3.33347 -1.86493 5.39031
H 5.05365 -0.82070 2.47625
C -0.26826 3.07662 8.58574
N -0.25645 4.58884 3.16191
C 3.86387 0.81239 1.73661
H 0.08174 3.92266 9.18375
F 1.77068 -1.14477 -3.67732
H 1.06882 6.68146 -0.73229
C 1.23052 3.41156 -1.57789
H -1.26438 -1.75637 -3.94986
C -1.21887 4.86009 5.39618
Au -0.05526 0.75234 -0.18114
C 0.03517 5.07171 0.25236
C -2.78818 -1.72516 3.06745
O -1.50578 6.50786 3.17414
H 1.20909 -1.75809 0.81071
C 1.46921 4.77955 -1.64235
H 3.33996 -2.52425 1.86068
C -0.22051 3.70973 0.19805
N 0.39458 2.90965 -0.67673
N 5.94906 2.01567 1.53014
N -1.73445 -0.90297 -4.23340
C 4.12136 -0.52617 2.01251
H -2.87015 -2.08988 2.05353
H 6.20578 1.36749 0.80601
H -1.51352 -0.75348 -5.20856
C 4.77082 1.92884 2.17415
H 2.42639 2.16713 0.88875
O -1.98239 1.01603 -1.22763
C -2.23426 0.35742 -2.23748
C -2.53564 -0.76469 5.66627
C -1.25493 0.05982 2.21133
N 1.75507 0.22189 0.82760
H -0.93915 3.22783 0.85255
O -3.39817 -0.20347 -2.39371
H -0.26422 0.12230 -3.04722
C -0.33346 4.24302 4.46496
H -0.80931 6.84580 0.92010
C 0.88041 5.61577 -0.71542
H 2.12859 5.17381 -2.40101
H 0.35818 4.01752 2.59962
C 0.54681 3.20794 4.90593
N -0.57367 5.90670 1.21158
C 2.66621 1.13989 1.13276
H -2.44219 -0.40624 6.68146
H 6.60429 2.72899 1.80957
C -1.87234 -0.13980 4.62440
C 3.17305 -1.47376 1.67604
H 1.20239 2.73486 4.19176
F 0.79015 -1.40549 -1.62923
F 1.88443 0.54389 -2.13295
C 0.57182 2.84741 6.21863
C -1.18710 4.45789 6.69748
*
```

Energy relative to the best compared isomer or geometry (same formula, charge and spin)   4.3 kcal/mol
HOMO (alpha / beta)   -10.835 / -10.876 eV
Orbital gap (alpha / beta)   7.87 / 4.34 eV



no.,total energy (hartree)
1,-2311.79229
2,-3811.37652
3,-4997.84943